Record 1
The following is a quantum chemistry calculation of a molecular structure, C22H46N3OP2SeY at a distorted geometry, from OMol25.

Properties
E: -115019.2633 eV
F_max: 0.3883 Eh/bohr
HOMO energy (spin up / spin down): -13.6 / -13.6 eV
relative energy (zero: lowest compared OMol25 entry of this formula, charge and spin): 11.5302 eV

```
! wB97M-V def2-TZVPD RIJCOSX def2/J DEFGRID3
* xyz 2 1
Y 0.1069 0.0492 -0.7894
P 0.0702 -1.8779 -1.8920
P 0.2928 2.2058 -0.2854
N 0.5374 0.7956 -2.8770
C 1.0165 -1.5362 -3.4984
H 1.8473 -2.2527 -3.6107
H 0.3408 -1.6869 -4.3592
C 1.5529 -0.0978 -3.4852
H 2.4665 -0.0285 -2.8723
H 1.8023 0.2330 -4.5156
C 0.7927 2.2597 -2.9895
H -0.1738 2.7440 -3.2103
H 1.4641 2.4625 -3.8465
C 1.3668 2.8281 -1.6909
H 1.4475 3.9286 -1.7452
H 2.3775 2.4228 -1.5143
C 1.1416 2.8048 1.2889
C 1.9431 1.7010 1.9985
H 2.9127 1.5075 1.5093
H 1.3711 0.7582 2.0378
H 2.1502 2.0090 3.0398
C -1.2450 3.2863 -0.3991
C -2.2658 2.8458 0.6627
H -3.2691 2.7480 0.2097
H -2.3409 3.5876 1.4781
H -1.9831 1.8730 1.0978
C -1.5406 -2.6124 -2.5397
C -2.1895 -3.4954 -1.4631
H -3.2758 -3.6251 -1.6238
H -2.0317 -3.0420 -0.4670
H -1.7351 -4.5027 -1.4708
C 1.0483 -3.3345 -1.2051
C 0.6081 -3.7267 0.2143
H 1.4104 -4.3085 0.7039
H -0.3037 -4.3470 0.2087
H 0.4063 -2.8346 0.8262
C 1.7688 -0.2682 -0.2468
O 2.8802 -0.5222 0.0751
C -0.9997 4.8010 -0.3749
H 0.0350 5.0405 -0.0692
H -1.1810 5.2725 -1.3563
H -1.6755 5.2833 0.3555
C -1.2678 -3.4292 -3.8131
H -1.8191 -4.3851 -3.7848
H -1.5979 -2.8656 -4.7049
H -0.1964 -3.6568 -3.9373
C 1.1241 -4.5432 -2.1494
H 1.7678 -5.3274 -1.7106
H 0.1272 -4.9892 -2.3132
H 1.5448 -4.2789 -3.1362
C 0.0960 3.4156 2.2389
H -0.7163 2.7115 2.4796
H 0.5673 3.7124 3.1905
H -0.3499 4.3152 1.7756
H 1.8440 3.5995 0.9722
H 2.0575 -2.8859 -1.1192
H -1.6524 2.9967 -1.3870
H -2.2174 -1.7688 -2.7757
H -0.3678 0.5986 -3.3143
H -1.4774 0.3842 -1.2300
C -2.7492 0.7994 3.8994
N -1.3649 0.3663 4.0831
C -0.6291 0.5819 5.1905
C 0.5854 -0.0446 5.0346
N 0.6062 -0.6499 3.8310
C 1.7261 -1.4563 3.3493
C -0.5865 -0.3608 3.2430
Se -1.1600 -0.9790 1.6873
H -2.8389 1.4773 3.0383
H -3.1121 1.3410 4.7991
H -3.3987 -0.0866 3.7381
H -0.9614 1.1299 6.0627
H 1.3883 -0.0766 5.7595
H 2.6514 -0.8432 3.3330
H 1.8825 -2.3209 4.0279
H 1.5462 -1.8279 2.3313
*
```

Löwdin atomic charge list, values in e, 8 entries: 0.478, 0.925, 0.900, -0.211, -0.241, 0.103, 0.094, -0.227

Record 2
The following is a quantum chemistry calculation of a molecular structure, C7H12BFORb at a distorted geometry, from OMol25.

Properties
E: -13549.0310 eV
F_max: 0.0376 Eh/bohr
HOMO energy: -3.5 eV

```
! wB97M-V def2-TZVPD RIJCOSX def2/J DEFGRID3
* xyz -1 1
Rb -0.6423 -1.0061 -2.0756
B -2.0171 -2.3574 -5.2051
H -2.9834 -1.9365 -5.7150
H -2.1986 -3.4531 -4.8314
H -1.1444 -2.4291 -5.9823
H -1.6820 -1.6458 -4.3494
C 2.9829 -1.1434 -1.0452
O 2.0604 -1.8908 -1.7681
H 3.6424 -0.5795 -1.7306
H 2.4922 -0.4178 -0.3498
H 3.5748 -1.8222 -0.3982
F -1.0056 0.6821 0.3246
C -0.7134 1.1249 1.5649
C 0.4970 0.7270 2.0958
C 0.8611 1.1604 3.3652
C -0.0072 1.9424 4.1176
C -1.1858 2.3889 3.5323
C -1.5564 1.9744 2.2659
H 1.1955 0.1596 1.4905
H 1.8346 0.8887 3.7503
H 0.3349 2.2687 5.0904
H -1.8558 3.0683 4.0436
H -2.4837 2.2963 1.8095
*
```

Löwdin atomic charge list, values in e, 8 entries: 0.913, -0.476, -0.092, -0.090, -0.088, -0.199, -0.443, -0.575

Record 3
The following is a quantum chemistry calculation of a molecular structure, C29H48ClF6OPZr at a distorted geometry, from OMol25.

Properties
E: -72298.1053 eV
F_max: 0.0853 Eh/bohr
HOMO energy: -6.4 eV
relative energy (zero: lowest compared OMol25 entry of this formula, charge and spin): 0.0000 eV

```
! wB97M-V def2-TZVPD RIJCOSX def2/J DEFGRID3
* xyz 0 1
Zr 0.0310 -0.5983 1.7289
P -0.6670 -0.1687 -0.9484
Cl -2.2121 -0.8478 2.7397
C 0.3314 -2.6036 1.2958
H 0.0403 -3.2723 2.1333
H 0.3074 -3.1106 0.3252
C -0.7400 1.6880 -0.6576
C -2.3210 -0.8528 -1.5328
C -1.7789 2.0530 0.4105
H 0.2679 1.9117 -0.2515
C -1.5624 3.5076 0.8596
H -2.7906 1.9492 -0.0116
H -1.7702 1.3893 1.2992
C -1.6070 4.4897 -0.3178
H -2.3216 3.7790 1.6031
H -0.5861 3.5813 1.3588
C -0.7306 4.0605 -1.5038
H -2.6456 4.5930 -0.6606
H -1.2899 5.4818 0.0227
C -0.9112 2.5878 -1.8968
H -0.9441 4.6931 -2.3741
H 0.3250 4.2215 -1.2433
H -1.9121 2.4423 -2.3297
H -0.1856 2.3340 -2.6807
C 0.3862 -0.4014 -2.5072
C -3.2443 0.1966 -2.1633
H -2.0274 -1.5747 -2.3157
C -4.5125 -0.4605 -2.7225
H -3.5212 0.9453 -1.4078
H -2.7417 0.7377 -2.9785
C -5.2654 -1.2758 -1.6645
H -5.1663 0.3145 -3.1408
H -4.2237 -1.1237 -3.5503
C -4.3593 -2.2768 -0.9411
H -5.7026 -0.5896 -0.9269
H -6.0984 -1.8069 -2.1373
C -3.0481 -1.6459 -0.4413
H -4.8948 -2.7177 -0.0917
H -4.1147 -3.1001 -1.6258
H -3.2711 -0.9840 0.4071
H -2.3993 -2.4354 -0.0330
C 1.7266 0.3565 -2.4414
H 0.6001 -1.4846 -2.4387
C 2.6091 0.1378 -3.6825
H 1.5438 1.4337 -2.3142
H 2.2961 0.0436 -1.5561
C 1.8744 0.3453 -5.0122
H 3.4726 0.8124 -3.6297
H 3.0043 -0.8874 -3.6540
C 0.5515 -0.4226 -5.0677
H 1.6852 1.4165 -5.1665
H 2.5175 0.0201 -5.8380
C -0.3452 -0.1669 -3.8484
H 0.0005 -0.1584 -5.9790
H 0.7612 -1.4996 -5.1209
H -0.7215 0.8667 -3.8962
H -1.2245 -0.8190 -3.9387
C 2.1574 -0.7787 1.0023
C 1.8508 -2.0370 1.5933
H 1.5215 -0.3643 0.1752
C 2.9243 -3.1155 1.2170
H 1.9537 -1.9453 2.6981
C 4.2689 -2.5779 1.6990
H 2.6471 -4.0661 1.6918
H 2.8676 -3.2344 0.1231
C 4.6152 -1.2554 1.0127
H 4.2027 -2.3833 2.7848
H 5.0557 -3.3300 1.5478
C 3.4948 -0.2360 1.3196
H 5.5669 -0.8900 1.4169
H 4.7575 -1.4074 -0.0700
H 3.5029 -0.0691 2.4138
H 3.6820 0.7249 0.8273
C -0.2785 0.8174 5.4097
C 0.9222 0.0967 4.8432
O 0.8064 -0.1403 3.4583
C 2.2185 0.9562 4.9860
F 2.4401 1.4038 6.2482
F 3.3365 0.2895 4.5834
F 2.1032 2.0463 4.1690
C 1.1176 -1.3010 5.5255
F 1.2325 -1.2250 6.8791
F 0.0337 -2.0815 5.2422
F 2.2072 -1.9727 5.0561
H -0.3220 1.8194 4.9716
H -0.1761 0.8827 6.4970
H -1.1847 0.2696 5.1345
*
```

Löwdin atomic charge list, values in e, 8 entries: 1.293, 1.080, 0.003, -0.266, 0.066, 0.056, -0.443, -0.419

Record 4
The following is a quantum chemistry calculation of a single CH5N3O3S molecule at a distorted geometry, from OMol25.

Properties
E: -22561.5374 eV
F_max: 0.0694 Eh/bohr
HOMO energy: -8.8 eV
relative energy (zero: lowest compared OMol25 entry of this formula, charge and spin): 3.6202 eV

```
! wB97M-V def2-TZVPD RIJCOSX def2/J DEFGRID3
* xyz 0 1
C 1.4718 0.5372 -1.0287
N 0.3009 0.7558 -0.4423
N 1.7213 -0.6075 -1.6094
N -2.0920 0.4039 0.9741
O -0.0819 1.9726 0.0888
O -0.7389 -1.5940 0.0456
O -2.0236 -0.2306 -1.4847
S -1.2170 -0.3253 -0.3355
H 0.5370 2.1495 0.8260
H 2.6223 -0.5501 -2.2145
H 1.0651 -1.4137 -1.6801
H -2.5046 0.0823 1.8461
H -2.4505 1.3361 0.8617
*
```

Löwdin atomic charge list, values in e, 8 entries: -0.199, -0.265, 0.034, -0.081, -0.071, -0.289, -0.269, 0.653

Record 5
The following is a quantum chemistry calculation of 2 unconnected molecules or ions with the total composition C9H14NO at a distorted geometry, from OMol25.

Properties
E: -13085.5203 eV
F_max: 0.0733 Eh/bohr
HOMO energy: -13.7 eV
relative energy (zero: lowest compared OMol25 entry of this formula, charge and spin): 5.1871 eV

```
! wB97M-V def2-TZVPD RIJCOSX def2/J DEFGRID3
* xyz 1 1
C -3.2630 0.2158 -0.2695
C -2.6036 -0.7513 -1.0212
C -2.5873 1.1144 0.5961
C -1.2221 -1.0270 -0.7200
C -1.2454 0.9674 0.9113
C -0.7130 -0.0917 0.1742
C 2.0367 -1.5933 -0.3164
C 1.5579 -0.3965 1.7744
C 1.3234 1.6422 -1.0828
N 1.4608 -0.4132 0.3353
O 2.0082 0.7939 -0.0515
H -4.3073 0.4364 -0.5068
H -3.0894 -1.0863 -1.9664
H -3.0664 1.8830 1.0347
H -0.6176 -1.6399 -1.3499
H -0.6457 1.4528 1.7163
H 2.9879 -1.8342 0.1286
H 1.4939 -2.5772 -0.1710
H 2.1079 -1.5893 -1.4007
H 2.5801 -0.4325 2.1432
H 1.1606 0.5524 2.1311
H 1.0797 -1.3209 2.0341
H 0.2701 1.3131 -1.1829
H 1.8052 1.7112 -2.1156
H 1.4882 2.6708 -0.8245
*
```

Löwdin atomic charge list, values in e, 8 entries: -0.043, -0.031, -0.029, -0.015, -0.026, 0.035, -0.009, -0.023